Record 1
Molecular formula: C23H43BiN3O3SSe4Si
Method: DFT, the ωB97M-V functional and the def2-TZVPD basis

Electronic energy: -321108.6189 eV
HOMO: -4.436 eV
Energy above the lowest of the compared OMol25 structures with the same formula, charge and spin: 18.3 kcal per mole
Frontier orbital gap: 6.890 eV

The geometry in ORCA input format:
```
! RIJCOSX wB97M-V def2-TZVPD def2/J DEFGRID3
* xyz -1 1
Se -3.9510 -4.6653 -2.0693
Se -4.0879 -3.2970 -0.1475
C 0.9922 -2.5303 1.8387
H 3.5247 -3.1001 -0.3645
O 2.7500 0.2252 -1.3469
H 2.0743 -0.4731 -4.5910
H -0.1349 -4.0195 0.0463
H -3.9473 4.4393 0.0438
H -0.6731 0.3747 1.7401
C 3.8872 0.9571 1.6077
H -3.1777 -2.2495 4.6500
C -3.7086 2.3431 -0.4115
C 2.9108 0.3181 -2.7838
H -1.7697 -3.4728 3.2782
H 3.0029 3.5315 1.0832
C 1.4833 -2.7503 0.4161
H -1.8845 1.4078 1.3601
Si 1.3859 -0.0752 -0.4977
C -3.4872 5.4596 -2.4457
H 3.9627 -0.0092 2.1143
H -3.9400 1.9877 0.5767
C -2.8271 -1.7670 3.7473
C -3.3251 3.1326 -3.0193
H 1.3777 -4.9624 0.2764
C -3.5607 1.3727 -1.3729
H -1.4588 1.5265 3.7852
Se -1.7215 -2.0351 -3.3376
C 4.3653 -0.0654 -3.0674
H -3.7983 -1.3363 3.3223
S -0.3106 0.9036 -1.2606
C 3.0205 -2.7090 0.4999
H -0.0638 -2.3778 1.8927
H -4.3803 -0.5025 -1.9377
Se -3.8315 -2.9571 -3.6872
C -3.6940 3.7189 -0.7123
N -3.4413 6.5012 -2.9843
H 1.2521 3.1002 0.6150
N -2.3107 -2.7351 2.7827
H 2.0305 0.6682 3.4508
N -1.6699 0.5174 1.8287
H 1.4378 -1.6357 2.1873
H 3.1384 2.5163 -2.6583
H -4.4298 -0.0852 -0.1787
C 1.9385 1.6559 2.9921
H 2.2660 -1.7280 -3.3909
H 2.5336 2.3662 3.5369
H 0.9987 -4.0169 -1.2578
C 2.6538 1.7522 -3.2648
C -2.0109 0.6559 3.2757
H 4.6456 1.5832 2.0783
H 4.5553 -1.0631 -2.6586
H 1.0082 -0.4922 -3.1692
H 3.0313 1.8510 -4.2719
H -1.8993 -0.3683 5.1364
H 1.5664 1.9795 -3.2485
H 4.5421 -0.1126 -4.0988
H 4.2520 0.7525 0.6221
H 3.2798 -1.6615 0.6099
H 4.9715 0.7142 -2.5818
C 2.0285 -0.6477 -3.5268
O 1.6215 0.4082 1.0570
H 1.3230 -3.3875 2.4423
C 2.3211 2.7381 0.7080
H -3.2642 1.0656 -3.5126
C -3.7780 -0.1131 -1.1113
C -3.3465 1.8156 -2.6677
O 1.0622 -1.7046 -0.4110
C 2.4415 1.4560 1.5560
C -3.4830 4.0998 -2.0279
H 0.8627 1.9585 2.9971
H -0.8385 -1.0071 3.9482
C 0.9122 -4.0614 -0.1618
Bi -1.9187 -1.4472 -0.6764
C -1.8595 -0.6188 4.0667
H -3.1076 -3.2651 2.3875
H 2.5065 2.5438 -0.3431
H 3.3491 -3.3106 1.3993
H -3.1011 3.4382 -4.0312
H -3.0744 0.9802 3.3295
*
```


Record 2
Molecular formula: C23H43BrCdCl2N3O4Si
Method: DFT, the ωB97M-V functional and the def2-TZVPD basis

Electronic energy: -144744.4735 eV
HOMO: -4.546 eV
Energy above the lowest of the compared OMol25 structures with the same formula, charge and spin: 12.3 kcal per mole
Frontier orbital gap: 7.110 eV

The geometry in ORCA input format:
```
! RIJCOSX wB97M-V def2-TZVPD def2/J DEFGRID3
* xyz -1 1
H -1.2132 5.5029 0.7390
H 1.7161 4.3026 4.7829
O 0.1658 -0.8815 1.9353
C 1.1719 -3.1911 3.3353
Cl 1.6032 2.8032 0.1481
C -2.1172 -3.6523 -0.3749
H 1.2786 -3.4241 4.4044
C 3.0786 -1.0321 -0.1069
H 3.6192 0.0375 -3.1044
H 2.1573 -2.7551 -2.4644
H 0.2312 -3.4943 -5.3450
H -0.3177 5.8184 4.4356
H -1.4908 3.7384 0.5707
H -0.9241 -4.8405 3.0670
H -3.0608 -3.1136 -0.5809
C 1.3055 5.4120 -1.5487
O 2.9103 -0.0188 0.5581
H 2.8907 0.9666 -1.7397
H -0.9237 0.3495 -3.4503
C 0.2933 -3.5883 -0.3250
C -1.1985 -3.8502 3.4588
H 1.6485 5.5388 -2.5832
H -1.2483 4.8526 5.5881
H -0.5441 -3.8051 -3.0592
H -1.7370 -0.6563 -4.6715
C -0.5849 -1.6881 2.4850
C 0.3218 -4.8934 0.1653
H 1.5117 2.5280 4.5621
H -1.0130 7.0484 -2.1193
H -1.6854 -1.5347 2.5443
H -1.5166 -3.6154 -5.4893
Cl -0.8803 2.7292 -2.2945
C -1.5108 4.7072 0.0379
C -0.8759 -5.5906 0.3529
Si -0.4481 4.7068 -1.5156
H -2.5492 -0.2098 -3.1504
H 0.7691 3.3863 5.9603
H -2.0768 -1.3309 -1.1927
H 1.8212 -2.3618 3.0620
H 1.4488 -4.0889 2.7617
C 2.8503 0.0455 -2.3259
H -3.0442 -5.4771 0.3043
H 1.2842 -5.3526 0.3933
H 3.3876 -1.9988 0.3602
O 0.0498 1.9592 2.7502
H -1.2907 -3.9127 4.5546
N -0.2135 -2.8513 3.0783
H -2.0423 5.9368 -3.0471
C -2.1015 -4.9644 0.1117
C -0.9231 -3.0027 -0.6661
H -0.8475 -6.6108 0.7370
Br -2.7183 0.8757 0.5189
H -2.1548 -3.5438 3.0253
C -1.5999 -0.5069 -3.6053
H 1.2775 6.3945 -1.0508
H 2.0306 4.8020 -0.9905
C -1.1540 -1.7653 -2.9473
C -0.7070 -2.9973 -5.0834
Cd -0.1172 1.0747 0.3326
C -1.0263 6.0942 -2.6763
H 3.8003 -2.3502 -3.0046
C -0.9247 4.9111 4.5415
C -0.7910 -2.8809 -3.5981
H -0.7539 -2.0299 -5.5880
O -0.0878 -0.7591 -1.1284
C -0.5821 2.9514 3.1383
N -0.1808 3.7303 4.1532
H 1.8778 -0.0168 -2.8246
H 1.2012 -2.9937 -0.4730
H -1.5448 3.2666 2.6679
C -1.0446 -1.6540 -1.4398
N 3.0307 -1.1183 -1.4749
C 3.1420 -2.4086 -2.1298
H -1.7859 4.9387 3.8741
C 1.0266 3.4617 4.9021
H -2.5537 4.8633 -0.2838
H 3.5463 -3.1267 -1.4203
H -0.3415 6.2047 -3.5248
*
```


Record 3
Molecular formula: C23H43F5N3O2S
Method: DFT, the ωB97M-V functional and the def2-TZVPD basis

Electronic energy: -57532.3432 eV
HOMO (alpha / beta): -3.387 / -3.387 eV
Frontier orbital gap (alpha / beta): 5.799 / 5.414 eV

The geometry in ORCA input format:
```
! RIJCOSX wB97M-V def2-TZVPD def2/J DEFGRID3
* xyz -1 3
H -2.8945 5.1859 -0.2467
C 3.6681 -2.6470 -2.6947
H 5.0706 -0.9627 -2.3413
H 4.5384 -0.4084 -0.4050
N -3.6490 1.8917 -0.2754
F 2.7590 1.1028 3.0557
N 2.5134 -2.2020 -1.8626
H -0.8607 1.9273 5.1542
H 3.1355 0.2020 -1.3019
H -2.4423 0.1783 -2.2475
H -4.4033 4.3221 -0.3988
N 0.5729 1.3463 3.6999
H -1.5462 -1.6195 4.4508
S -3.9843 -0.9673 4.7475
H -4.7281 3.2110 -2.6005
C -0.5405 0.9617 4.6097
H -5.4306 -0.2851 -2.2968
H 0.8351 -0.9506 -0.0501
C -1.5345 2.7008 -1.4038
C 4.5003 -1.4240 -3.1454
H -1.2333 1.9220 -3.3864
H -0.2662 0.2211 5.4272
C -2.0707 2.2267 -2.7504
H 1.0203 -2.6027 0.5660
H 5.4891 -3.8293 -2.5472
H 4.0709 -2.3977 1.2212
H -2.7001 3.5205 1.7620
H 2.5392 -2.6227 -4.5768
H -0.8611 1.9320 -1.0102
H -3.4464 0.7826 -3.5473
H 3.1382 0.1849 0.4437
H -5.6875 1.8315 -3.0426
C -4.1521 1.3335 -1.5642
H 5.5315 -3.9725 -0.0557
C 4.5831 -3.6450 -1.9593
H -4.3446 -0.8027 -1.0269
C -2.2984 -0.9704 3.9107
O 1.6224 -3.2158 -1.8254
C -2.6435 2.9981 -0.3699
H 3.8606 -0.6578 -3.5938
C 3.7505 -2.8063 0.2581
C 3.2153 -3.2870 -4.0298
H 2.7121 -4.2465 -3.8853
C 3.4468 -0.3870 -0.4349
H -2.5687 3.0456 -3.2788
C 4.9816 -3.1739 -0.5644
H -1.4630 0.6182 2.5994
O -3.0861 0.8684 0.4161
H 5.6710 -2.3268 -0.6291
H -0.9195 3.5932 -1.5571
C -4.9661 0.0325 -1.3594
F 2.3478 1.1647 5.3303
F 1.6059 -1.3768 5.3908
C -1.7811 0.5311 3.6967
H 5.2373 -1.7115 -3.9004
H 4.0752 -3.4860 -4.6752
H -3.3418 4.5428 -1.8020
H -1.3334 2.4764 1.3332
H 1.7839 -1.2756 1.3976
C -1.9601 3.3012 0.9865
H -2.4656 -1.4078 2.8631
C -3.0229 1.0497 -2.5729
C 1.7703 -0.8843 4.0684
H -5.7663 0.1787 -0.6275
H -4.5141 0.3174 4.6137
F 3.0680 -1.3226 3.6816
H -1.3002 4.1681 0.9028
H -2.6455 1.2678 3.8186
C -3.3620 4.3256 -0.7317
H 3.2006 -3.7260 0.4861
F 0.7871 -1.4073 3.2063
H -5.9441 2.5920 -1.4758
C 1.7995 0.7223 4.0645
C 2.8145 -1.8041 -0.4521
H 4.0803 -4.6154 -1.8683
C 1.5376 -1.6531 0.4083
C -5.1757 2.3032 -2.1995
*
```